Entry 1:
Computed, not measured: a molecular structure, C17H29GeN3O7W, with the ωB97M-V functional and the def2-TZVPD basis.

The LUMO energy comes out at -7.6808 eV. For the HOMO energy, the calculation gives -15.3 eV. The gap between HOMO and LUMO is 7.59 eV. The calculation puts the relative energy (zero: lowest compared OMol25 entry of this formula, charge and spin) at 0.0 kJ/mol.

Structure (ORCA input):
```
! RIJCOSX wB97M-V def2-TZVPD def2/J DEFGRID3
* xyz 2 1
W 0.27936 0.38892 -0.79484
O 0.74584 -3.49820 0.84285
C 0.82651 -2.24649 0.53699
O 0.52735 -1.77394 -0.57210
C 1.34058 -1.31801 1.55329
C 1.81155 -1.61084 2.81731
C 2.27953 -0.55392 3.59623
C 2.25715 0.73885 3.08945
C 1.75356 0.93653 1.81480
N 1.31894 -0.07187 1.07160
C 1.60989 2.25026 1.10841
O 1.95067 3.30444 1.51791
O 0.97669 2.05832 -0.09019
H 0.37387 -4.03693 0.12120
H 1.81330 -2.63044 3.17742
H 2.65537 -0.74147 4.59291
H 2.60513 1.58995 3.65998
N -1.34801 1.93982 -1.23962
N -2.52462 1.24347 -0.89018
C -2.45375 0.23338 0.05175
O -3.39177 -0.34177 0.48811
O -1.15997 -0.08077 0.40964
H -1.23924 2.79978 -0.70081
H -1.39165 2.17731 -2.22871
H -3.41778 1.69350 -1.03548
C -0.83841 -1.32420 -3.14933
O -0.31243 -0.20255 -2.41760
H -1.60192 -1.81210 -2.54610
H -0.02527 -2.01411 -3.36587
H -1.26609 -0.94513 -4.07292
C 2.86700 2.50492 -6.39147
C 2.48918 2.66695 -4.92516
C 2.63878 1.36113 -4.14822
C 2.24897 1.53728 -2.66808
Ge 2.73153 -0.11074 -1.71052
C 4.24300 -0.15975 -0.49663
C 5.56752 -0.19031 -1.28014
C 5.91838 1.15222 -1.91234
C 7.21745 1.09498 -2.70472
H 2.76312 3.44704 -6.92688
H 2.23060 1.76859 -6.88476
H 3.90250 2.17756 -6.49548
H 1.45509 3.01712 -4.83964
H 3.11490 3.43316 -4.45940
H 3.67125 1.00804 -4.23088
H 2.01348 0.58555 -4.60180
H 1.18826 1.83409 -2.64984
H 2.77583 2.35341 -2.17001
H 2.60792 -1.34198 -2.61274
H 4.13480 -1.05709 0.11899
H 4.21242 0.70884 0.16575
H 5.53903 -0.96911 -2.04961
H 6.36271 -0.48491 -0.59166
H 5.99378 1.90803 -1.12488
H 5.10505 1.48145 -2.57160
H 8.04806 0.78937 -2.06754
H 7.46484 2.06732 -3.12751
H 7.14737 0.37935 -3.52564
*
```

Entry 2:
Computed, not measured: 2 unconnected molecules or ions with the total composition C17H29IN2O9P in a non-equilibrium geometry, with the ωB97M-V functional and the def2-TZVPD basis.

The LUMO energy comes out at -4.1249 eV. For the HOMO energy, the calculation gives -11.9 eV. The gap between HOMO and LUMO is 7.78 eV.

Structure (ORCA input):
```
! RIJCOSX wB97M-V def2-TZVPD def2/J DEFGRID3
* xyz 1 1
C -5.12456 3.60955 -1.24642
C -3.63245 3.82048 -1.02876
C -2.98595 3.23031 0.26432
I -4.36963 2.50844 1.73053
C -1.87553 2.19506 0.02479
C -2.08919 0.91753 -0.83206
C -3.42316 0.16174 -0.76742
C -3.41743 -0.78317 0.42751
O -3.63773 -1.94999 0.32692
C -1.56496 1.29289 -2.21917
C -0.23775 2.08588 -1.93754
C 0.84635 1.00680 -1.83229
C 2.28458 1.48434 -1.64190
O 3.06052 1.44672 -2.54053
O 2.69009 1.94488 -0.39966
C 2.57082 0.96833 0.60327
C 1.69380 1.24253 1.78330
O 3.19496 -0.04124 0.51752
N -0.68986 2.80958 -0.68438
O 0.33195 3.36678 0.17196
C 0.47050 4.64409 -0.09384
N 0.55140 5.75177 -0.39820
H -5.38531 4.10331 -2.18562
H -5.42008 2.56895 -1.36406
H -5.72703 4.10259 -0.48847
H -3.48028 4.90113 -0.99067
H -3.05793 3.47231 -1.89145
H -2.50564 4.06467 0.77987
H -1.57487 1.88012 1.02464
H -1.38521 0.21279 -0.37438
H -3.46330 -0.48679 -1.64389
H -4.29588 0.81071 -0.74161
H -3.17042 -0.33297 1.40901
H -1.28455 0.43899 -2.83413
H -2.28329 1.81597 -2.85028
H -0.10431 2.81742 -2.73014
H 0.63776 0.24726 -1.07562
H 0.84142 0.51163 -2.79913
H 0.67610 1.51803 1.51848
H 2.10220 2.07131 2.36701
H 1.65053 0.37190 2.42963
H -1.10451 3.66368 -1.08636
C 3.99447 -2.54261 1.83454
O 3.81405 -3.95404 2.06441
P 2.54881 -4.62477 1.32992
O 1.33059 -4.00968 1.88484
O 2.86171 -6.10001 1.87131
C 2.77798 -6.35842 3.27505
O 2.17810 -5.12555 -0.14868
C 3.24670 -5.41121 -1.07710
H 4.99082 -2.26781 2.17142
H 3.90372 -2.30626 0.77836
H 3.25389 -1.98223 2.40157
H 2.07019 -5.68351 3.75546
H 3.76195 -6.25435 3.73176
H 2.43327 -7.38231 3.39654
H 3.90625 -6.18277 -0.67867
H 3.82212 -4.51075 -1.29533
H 2.79323 -5.77003 -1.99618
*
```

Entry 3:
Computed, not measured: a gas-phase ion, C17H29N2O3 (charge +1), with the ωB97M-V functional and the def2-TZVPD basis.

The LUMO energy comes out at -2.3974 eV. For the HOMO energy, the calculation gives -10.4 eV. The gap between HOMO and LUMO is 7.98 eV. The calculation puts the relative energy (zero: lowest compared OMol25 entry of this formula, charge and spin) at 32.2 kJ/mol. The SMILES is Cc1ccc(OC[C@H](O)CN2CC[NH+](CCO)CC2)c(C)c1.

Structure (ORCA input):
```
! RIJCOSX wB97M-V def2-TZVPD def2/J DEFGRID3
* xyz 1 1
C -7.35084 -0.49426 0.13219
C -5.85742 -0.39096 0.11497
C -5.07587 -1.02450 1.06504
C -3.69292 -0.92047 1.03804
C -3.07556 -0.17297 0.05117
C -3.84305 0.47646 -0.92401
C -5.21828 0.35360 -0.87251
H -5.81499 0.85240 -1.62242
C -3.16305 1.28437 -1.98610
H -2.41652 0.68000 -2.49864
H -2.65084 2.13648 -1.54041
H -3.88413 1.64964 -2.71110
O -1.70588 -0.00204 -0.06181
C -0.87922 -0.58969 0.90180
C 0.55674 -0.19447 0.54643
O 1.50030 -0.87591 1.37181
H 1.24597 -0.76154 2.29638
H 0.75894 -0.53640 -0.47300
C 0.72014 1.33856 0.63496
N 1.99964 1.89055 0.27170
C 2.47872 1.71776 -1.06809
C 3.31665 0.42252 -1.24919
N 3.76781 -0.07384 0.07383
H 2.92158 -0.43371 0.58506
C 4.71996 -1.20036 -0.03585
H 5.26246 -1.29738 0.90579
H 5.43124 -0.98917 -0.83705
C 4.00742 -2.52384 -0.31772
H 4.75711 -3.32215 -0.27807
O 3.39570 -2.46246 -1.58505
H 3.15965 -3.34750 -1.88074
H 3.25478 -2.71149 0.46240
C 4.26625 1.06517 0.86940
C 3.06557 1.96690 1.24213
H 3.42259 3.00317 1.30617
H 2.68006 1.69332 2.22490
H 4.75652 0.70148 1.77281
H 4.99961 1.61111 0.27321
H 2.75211 -0.37230 -1.73473
H 4.19915 0.62883 -1.85733
H 3.09813 2.58652 -1.31355
H 1.63192 1.71032 -1.75311
H 0.49349 1.66444 1.65328
H -0.03786 1.76918 -0.02414
H -0.96790 -1.68645 0.89134
H -1.12739 -0.22587 1.91242
H -3.11865 -1.43226 1.79492
H -5.54116 -1.61132 1.84277
H -7.70927 -0.95301 -0.78818
H -7.69095 -1.09216 0.97320
H -7.79843 0.49575 0.20466
*
```

Entry 4:
Computed, not measured: 3 unconnected molecules or ions with the total composition C17H29N2O6 in a non-equilibrium geometry, with the ωB97M-V functional and the def2-TZVPD basis.

The LUMO energy comes out at -2.8922 eV. For the HOMO energy, the calculation gives -12.3 eV. The gap between HOMO and LUMO is 9.40 eV. The calculation puts the relative energy (zero: lowest compared OMol25 entry of this formula, charge and spin) at 213.2 kJ/mol.

Structure (ORCA input):
```
! RIJCOSX wB97M-V def2-TZVPD def2/J DEFGRID3
* xyz 1 1
C 2.71353 -0.84703 -0.12178
C 1.76302 0.41212 -0.29347
O 2.28188 1.54927 -0.07275
N 0.36470 0.40880 -0.71446
C -0.46093 1.40443 -0.00162
C -0.33161 1.73674 1.58367
O -1.30685 2.11136 -0.61654
C -0.24139 -0.94982 -0.77885
C -1.60645 -0.87176 -1.62024
C -2.95744 -0.72326 -0.78151
C -2.92797 -1.89863 0.35942
C -1.62964 -1.57653 1.25871
N -0.32866 -1.68032 0.53291
H 2.21999 -1.86254 -0.26760
H 3.52585 -0.75714 -0.94047
H 3.30076 -0.84841 0.86705
H 0.09531 0.79887 2.09343
H -1.41445 1.86219 1.95644
H 0.28044 2.67564 1.77873
H 0.47892 -1.57488 -1.43311
H -1.54620 0.03641 -2.32247
H -1.62766 -1.79672 -2.30756
H -3.08692 0.25696 -0.21802
H -3.85770 -0.88718 -1.47326
H -3.89227 -1.95076 0.96121
H -2.69205 -2.86649 -0.22255
H -1.82305 -0.58589 1.78447
H -1.61814 -2.37820 2.09296
H -0.18742 -2.69317 0.31885
H 0.42619 -1.44575 1.21566
O 2.42816 -2.17906 2.50499
C 3.28962 -1.87683 3.29953
O 3.30445 -0.71050 3.98963
C 4.51473 -0.62567 4.75555
C 4.98251 -2.05254 4.91554
C 4.50589 -2.69696 3.63120
H 5.23298 -0.01119 4.20538
H 4.30891 -0.15249 5.71670
H 6.05799 -2.13752 5.07686
H 4.47635 -2.51573 5.76817
H 5.23742 -2.59147 2.82604
H 4.24459 -3.74462 3.77936
O -3.74738 0.86032 -3.11513
C -3.49617 1.81965 -3.80633
O -4.18494 2.14053 -4.93189
C -3.56296 3.26404 -5.56733
C -2.77719 3.95164 -4.47643
C -2.37137 2.79474 -3.58820
H -2.92170 2.89727 -6.37423
H -4.32803 3.91527 -5.99289
H -1.93406 4.53241 -4.85382
H -3.43110 4.62982 -3.91934
H -1.43443 2.33767 -3.91684
H -2.30808 3.09295 -2.54380
*
```